This record from OMol25 describes an isolated ion of composition C2H7N and charge +1 at a distorted geometry. The level of theory is ωB97M-V/def2-TZVPD.

Each line ends with the Mulliken spin population.
Positions of all 10 atoms, in Å:
C 0.273 0.666 1.021  0.026
N 0.095 0.473 -0.424  0.799
C -0.446 -0.771 -0.879  0.031
H 1.127 0.084 1.384  0.055
H 0.504 1.731 1.142  0.012
H -0.654 0.530 1.574  0.004
H 1.016 0.662 -0.839  -0.020
H -0.996 -1.253 -0.073  0.003
H 0.284 -1.508 -1.238  0.042
H -1.204 -0.614 -1.668  0.050

Values from the calculation:
highest occupied orbital energy (alpha / beta)	-17.82 / -18.94	eV
net charge	+1
molar mass	45.09	g mol⁻¹
2S+1	2
E_LUMO (alpha / beta)	-3.61 / -8.72	eV
energy above the lowest of the compared OMol25 structures with the same formula, charge and spin	0.0	kcal per mole
<S²>	0.754

***

This record from OMol25 describes an isolated ion of composition C2H7N2 and charge -1. The level of theory is ωB97M-V/def2-TZVPD.

Each line ends with the Mulliken charge.
Positions of all 11 atoms, in Å:
C 1.196 -0.379 0.207  -1.232
C 0.134 0.690 -0.024  -0.395
N -1.174 0.252 0.457  -0.395
N -1.546 -1.080 0.007  -0.708
H 1.238 -1.111 -0.598  0.301
H 2.191 0.066 0.334  0.380
H 0.907 -0.948 1.094  0.333
H 0.125 0.978 -1.097  0.208
H 0.420 1.596 0.534  0.359
H -1.853 0.929 0.110  0.179
H -1.638 -0.994 -1.024  -0.030

Values from the calculation:
highest occupied orbital energy	-1.05	eV
SMILES	CCN[NH-]
net charge	-1
molar mass	59.09	g mol⁻¹
E_LUMO	4.79	eV
energy above the lowest of the compared OMol25 structures with the same formula, charge and spin	19.2	kcal per mole